A cluster of 13 separate species, C34H98N4O13 in total at a distorted geometry. Source: the Open Molecules 2025 dataset; level of theory: wB97M-V/def2-TZVPD.

Summary:
**Net charge**: 0
**Lowest unoccupied orbital energy**: 0.3 eV
**Energy**: -2550.944924 Eh
**Orbital gap**: 9.14 eV
**2S+1**: 1
**HOMO energy**: -8.865 eV
**Energy relative to the best compared isomer or geometry (same formula, charge and spin)**: 192.6 kcal per mole
**Strongest force on any atom**: 4.13 eV/Å

Geometry as XYZ:
```
149
Properties=species:S:1:pos:R:3:lowdin_charge:R:1
C -14.16314 21.13226 5.91871 -0.088
C -15.39064 20.22067 5.77789 -0.339
O -16.33458 20.60417 4.79572 -0.062
H -13.54473 20.91757 6.79024 0.069
H -14.43842 22.16986 6.10762 0.069
H -13.48448 21.08942 5.06684 0.069
H -15.88257 20.11466 6.74478 0.099
H -15.01277 19.19869 5.74828 0.101
H -16.92651 19.86221 4.65182 0.081
C -3.78038 23.78638 3.90904 -0.112
C -3.75875 22.32292 4.03357 -0.302
O -2.99152 21.80817 2.87740 -0.104
H -4.31535 24.06904 3.00239 0.080
H -2.75984 24.16073 3.82870 0.080
H -4.31046 24.25586 4.73772 0.078
H -4.76776 21.93095 3.90566 0.106
H -3.37747 21.91539 4.96987 0.106
H -3.45721 21.11810 2.39933 0.068
C 3.06905 9.28133 8.83866 -0.110
C 4.49279 8.96235 9.31841 -0.352
O 4.53618 9.43798 10.59766 -0.055
H 2.29002 8.75598 9.39113 0.072
H 2.92961 8.99239 7.79694 0.063
H 2.78428 10.33135 8.77184 0.068
H 5.16483 9.50191 8.65107 0.111
H 4.53305 7.89033 9.12538 0.110
H 5.08004 10.22871 10.57412 0.093
C -10.01311 24.88976 16.50910 -0.076
C -8.89498 24.55350 15.56140 -0.408
O -8.01299 25.53459 15.39939 -0.050
H -9.78914 25.75699 17.13027 0.072
H -10.10240 24.12553 17.28115 0.070
H -10.98145 25.06528 16.04046 0.075
H -9.32949 24.36608 14.57948 0.115
H -8.28878 23.67743 15.79188 0.112
H -7.75129 25.75910 16.29533 0.092
C 0.47790 21.22226 17.11600 -0.075
C -0.90306 20.92751 16.43464 -0.355
O -0.85553 21.12349 15.07727 -0.067
H 1.24949 20.56190 16.72017 0.066
H 0.62148 21.11735 18.19139 0.067
H 0.71556 22.23588 16.79320 0.066
H -1.72270 21.49472 16.87572 0.109
H -1.01870 19.85255 16.57322 0.100
H -1.75840 21.03495 14.76329 0.089
C -2.75787 30.94208 9.47690 -0.079
C -3.68260 29.96107 10.26796 -0.302
O -3.55222 30.01621 11.70659 -0.093
H -2.79668 31.92227 9.95212 0.065
H -3.15362 31.03738 8.46576 0.070
H -1.71073 30.65161 9.56178 0.068
H -3.51680 28.98374 9.81470 0.099
H -4.74167 30.18362 10.13791 0.099
H -3.86777 29.19154 12.08334 0.073
C -5.04214 10.25557 5.99780 -0.100
C -3.52148 10.24760 5.93630 -0.293
O -3.25204 11.55305 5.44716 -0.121
H -5.39914 9.47799 6.67308 0.065
H -5.53116 9.98457 5.06211 0.070
H -5.40766 11.21704 6.35847 0.080
H -3.06017 9.58210 5.20664 0.108
H -3.04104 10.23078 6.91456 0.114
H -3.68267 11.75145 4.61242 0.078
C -9.62471 14.95487 4.72062 -0.107
C -9.03931 16.30355 4.47349 -0.318
O -7.62308 16.19900 4.16926 -0.090
H -9.43457 14.13352 4.02973 0.077
H -10.70305 15.10338 4.77738 0.073
H -9.27354 14.69690 5.71974 0.076
H -9.19261 16.92496 5.35578 0.111
H -9.60506 16.82659 3.70247 0.102
H -7.42338 15.88904 3.28290 0.075
C -5.97529 6.77074 13.20953 -0.101
C -6.11225 6.44286 14.67378 -0.345
O -7.04173 5.38385 14.75375 -0.071
H -5.24763 7.56707 13.05310 0.073
H -6.90148 6.84928 12.64023 0.080
H -5.46718 5.91465 12.76562 0.066
H -6.38687 7.33237 15.24076 0.106
H -5.15931 6.27069 15.17415 0.107
H -6.57070 4.57835 14.52814 0.084
C -9.02136 17.22614 20.19775 -0.044
C -8.00481 16.83650 19.08426 -0.460
C -7.03602 15.72682 19.36978 -0.194
O -7.80681 14.55861 19.81764 -0.205
C -7.08265 13.30936 19.81612 -0.097
N -8.67886 16.36420 17.92703 0.021
H -8.36535 17.67188 20.94547 0.072
H -9.59942 16.37148 20.54918 0.073
H -9.73439 17.98059 19.86535 0.071
H -7.47091 17.75138 18.82729 0.136
H -6.38746 16.01769 20.19614 0.118
H -6.43053 15.55744 18.47939 0.118
H -6.17833 13.22801 20.41918 0.083
H -6.80425 13.06343 18.79136 0.077
H -7.81188 12.53423 20.05171 0.084
H -9.15563 15.49680 18.12807 0.076
H -7.96676 16.20762 17.22811 0.069
C -14.31214 19.75004 13.15934 -0.051
C -15.45845 19.82650 14.16638 -0.467
C -16.82561 19.55008 13.62651 -0.219
O -17.13492 20.37228 12.50022 -0.184
C -18.53871 20.52634 12.23727 -0.101
N -15.16690 18.91627 15.23003 0.020
H -14.59513 20.21933 12.21712 0.072
H -14.11439 18.73325 12.82003 0.079
H -13.36946 20.10254 13.57792 0.075
H -15.52566 20.81346 14.62408 0.135
H -17.51801 19.56076 14.46828 0.120
H -16.96910 18.53061 13.26848 0.129
H -18.98927 20.99084 13.11438 0.085
H -19.10876 19.65283 11.92084 0.080
H -18.70364 21.16631 11.37048 0.081
H -14.26339 19.05025 15.66112 0.075
H -15.77665 19.01533 16.02909 0.071
C -2.39974 17.13952 10.03219 -0.059
C -3.80845 16.74477 10.68837 -0.356
C -4.99517 17.69909 10.33271 -0.257
O -4.83528 18.99118 10.78341 -0.215
C -5.72841 20.08862 10.27030 -0.021
N -4.18233 15.34791 10.25962 0.012
H -2.43663 17.31033 8.95629 0.068
H -1.51884 16.53405 10.24557 0.066
H -2.20842 18.14060 10.41863 0.059
H -3.66226 16.64624 11.76402 0.123
H -5.95245 17.32300 10.69364 0.118
H -5.17825 17.66333 9.25879 0.115
H -6.72196 19.72267 10.52919 0.082
H -5.67781 20.10238 9.18156 0.075
H -5.32671 21.02408 10.65970 0.086
H -4.35986 15.50065 9.27715 0.052
H -3.31359 14.83794 10.18667 0.053
C 3.52556 20.20653 5.85793 -0.061
C 2.61919 21.46176 6.12485 -0.438
C 3.17093 22.25616 7.25583 -0.196
O 2.72046 23.63619 7.26910 -0.221
C 1.55966 23.88197 8.02466 -0.105
N 2.58389 22.23600 4.91389 0.033
H 4.54736 20.43569 5.55543 0.074
H 3.17965 19.52335 5.08223 0.066
H 3.56834 19.56557 6.73852 0.064
H 1.56256 21.25363 6.29308 0.132
H 4.25858 22.32717 7.24731 0.127
H 3.05428 21.82197 8.24879 0.124
H 1.41508 24.96230 8.03347 0.087
H 1.65779 23.50133 9.04131 0.089
H 0.77212 23.46957 7.39392 0.086
H 1.68105 22.19764 4.46277 0.073
H 2.75697 23.21131 5.11115 0.066
```